No. 1
DFT (ωB97M-V/def2-TZVPD) results for 3 unconnected molecules or ions with the total composition C37H35BN3O9.

Structure (XYZ):
```
85
Properties=species:S:1:pos:R:3:lowdin_charge:R:1
C 5.213 1.482 2.260 -0.05
C 4.943 0.622 0.909 -0.34
O 3.505 0.751 0.680 -0.07
C 5.719 1.247 -0.359 -0.11
O 6.210 0.232 -1.285 -0.07
C 7.572 -0.082 -1.077 -0.25
C 7.984 -1.643 -1.138 -0.17
C 7.747 -2.442 -2.500 -0.03
B 6.188 -2.724 -2.868 -0.49
O 5.388 -3.803 -2.356 0.12
O 5.545 -1.789 -3.768 0.09
N 9.491 -1.423 -1.053 0.10
C 9.828 -0.060 -1.491 -0.21
N 11.017 0.525 -1.325 0.23
N 8.592 0.402 -2.097 -0.01
C 8.467 1.850 -2.426 -0.09
C 9.604 2.418 -3.382 -0.17
O 10.183 3.482 -3.034 0.02
H 6.309 1.773 2.366 0.07
H 4.915 0.867 3.169 0.09
H 4.609 2.441 2.130 0.10
H 5.221 -0.466 1.121 0.15
H 3.125 -0.116 0.426 0.10
H 4.931 1.867 -0.924 0.16
H 6.622 1.889 -0.055 0.12
H 8.072 0.235 -0.089 0.18
H 7.792 -2.224 -0.171 0.17
H 8.241 -1.828 -3.342 0.12
H 8.316 -3.446 -2.501 0.13
H 5.956 -4.584 -2.198 0.10
H 6.150 -1.552 -4.499 0.10
H 9.903 -1.690 -0.137 0.16
H 11.492 1.141 -1.994 0.14
H 11.546 0.272 -0.472 0.16
H 7.473 1.963 -3.003 0.16
H 8.319 2.479 -1.470 0.15
H 9.959 1.955 -4.361 0.15
C -2.459 0.837 0.657 -0.05
C -3.757 0.416 0.374 -0.04
C -3.996 -0.906 0.014 0.01
C -2.936 -1.807 -0.077 -0.08
C -1.634 -1.379 0.183 -0.09
C -1.399 -0.057 0.561 0.00
C -0.494 -2.313 0.042 -0.28
O 0.645 -1.940 0.273 0.08
C -0.757 -3.705 -0.390 -0.08
C 0.312 -4.581 -0.582 0.00
C 0.074 -5.893 -0.976 -0.06
C -1.232 -6.338 -1.169 -0.05
C -2.299 -5.467 -0.984 0.01
C -2.063 -4.146 -0.604 -0.08
C -3.204 -3.216 -0.444 -0.28
O -4.346 -3.604 -0.617 0.11
H -2.274 1.866 0.947 0.11
H -4.582 1.118 0.437 0.10
H -5.009 -1.230 -0.200 0.12
H -0.390 0.279 0.777 0.12
H 1.332 -4.242 -0.430 0.12
H 0.907 -6.572 -1.130 0.11
H -1.417 -7.364 -1.469 0.11
H -3.314 -5.818 -1.141 0.12
C -11.007 -0.001 -0.042 -0.05
C -9.665 -0.121 -0.397 -0.05
C -8.716 0.717 0.177 0.00
C -9.108 1.687 1.100 -0.08
C -10.455 1.822 1.437 -0.08
C -11.403 0.968 0.872 0.01
C -10.892 2.879 2.378 -0.28
O -12.067 2.996 2.676 0.11
C -9.878 3.798 2.945 -0.08
C -10.280 4.834 3.788 0.01
C -9.334 5.693 4.335 -0.05
C -7.982 5.515 4.050 -0.06
C -7.577 4.487 3.207 0.00
C -8.525 3.632 2.644 -0.08
C -8.087 2.563 1.719 -0.28
O -6.904 2.408 1.466 0.09
H -11.746 -0.662 -0.484 0.11
H -9.359 -0.869 -1.120 0.11
H -7.672 0.617 -0.099 0.11
H -12.450 1.059 1.141 0.12
H -11.331 4.976 4.016 0.12
H -9.650 6.502 4.986 0.11
H -7.243 6.182 4.484 0.11
H -6.523 4.357 2.985 0.12
```

M in g mol⁻¹: 676.51
HOMO energy in eV: -10.666
Total charge: +1



No. 2
DFT (ωB97M-V/def2-TZVPD) results for a single C3H7N3 molecule.

Structure (XYZ):
```
13
Properties=species:S:1:pos:R:3:nbo_charge:R:1
H 2.896 -0.560 -0.059 0.37
N 1.816 -0.838 -0.003 -0.71
C 0.781 -0.108 0.016 0.55
N 0.671 1.307 -0.046 -0.94
N -0.408 -0.808 -0.017 -0.42
C -1.473 -0.070 0.714 -0.30
C -1.426 -0.006 -0.739 -0.29
H 1.715 1.752 0.480 0.42
H -0.239 1.935 -0.190 0.43
H -2.172 -0.442 1.651 0.24
H -0.849 0.796 1.252 0.20
H -2.125 -0.792 -1.191 0.23
H -1.074 0.786 -1.424 0.22
```

M in g mol⁻¹: 85.11
HOMO energy in eV: -9.072
SMILES: [H]/N=C(\N)N1CC1
Energy relative to the best compared isomer or geometry (same formula, charge and spin) in kcal per mole: 106.2



No. 3
DFT (ωB97M-V/def2-TZVPD) results for 13 unconnected molecules or ions with the total composition C4H33N2O14.

Structure (XYZ):
```
53
Properties=species:S:1:pos:R:3:nbo_charge:R:1
C -0.596 0.034 -0.536 -0.23
C -2.031 -0.100 -1.025 -0.42
C -3.104 0.371 -0.040 -0.22
N -2.843 1.768 0.348 -0.88
N -0.344 -0.724 0.690 -0.71
C 0.928 -0.619 1.303 0.91
O 1.934 -0.368 0.593 -0.83
O 0.950 -0.908 2.529 -0.81
H 0.065 -0.344 -1.314 0.20
H -0.326 1.083 -0.403 0.19
H -2.187 0.473 -1.946 0.21
H -2.225 -1.142 -1.283 0.21
H -4.076 0.342 -0.540 0.19
H -3.138 -0.324 0.811 0.16
H -2.049 1.798 0.981 0.39
H -3.678 2.158 0.760 0.36
H -1.122 -0.731 1.335 0.40
H 0.062 3.461 -2.869 0.50
H 1.164 3.540 -3.915 0.46
O 0.696 2.875 -3.382 -1.00
H -1.821 -3.737 -0.048 0.45
H -2.054 -4.277 -1.473 0.50
O -2.429 -4.278 -0.562 -0.99
H 2.382 1.771 2.604 0.48
H 1.627 0.572 3.273 0.51
O 1.801 1.536 3.327 -0.99
H 0.151 3.744 1.156 0.49
H 1.311 3.445 0.239 0.51
O 0.653 4.164 0.444 -1.00
H 2.004 -0.242 -2.463 0.48
H 2.330 -0.851 -1.068 0.52
O 2.406 -1.026 -2.041 -0.99
H 2.085 2.226 -1.243 0.49
H 2.285 1.288 0.017 0.52
O 2.394 2.216 -0.311 -1.00
H 1.740 -2.617 -2.350 0.51
H 1.450 -3.803 -1.461 0.50
O 1.393 -3.547 -2.415 -1.02
H 0.682 -3.183 0.508 0.49
H 2.193 -3.431 0.661 0.49
O 1.373 -3.841 0.338 -0.95
H -0.525 -0.857 3.296 0.50
H -1.824 -1.612 3.619 0.47
O -1.481 -0.721 3.541 -1.01
H -1.474 -3.114 -3.432 0.47
H -0.255 -3.841 -2.776 0.52
O -1.222 -3.925 -2.989 -1.00
H -0.257 4.410 -0.982 0.51
H -1.614 4.008 -1.482 0.48
O -0.797 4.421 -1.827 -0.99
H -1.257 1.433 3.072 0.49
H 0.178 2.066 2.930 0.51
O -0.773 2.172 2.696 -1.03
```

M in g mol⁻¹: 333.31
HOMO energy in eV: -7.012
Energy relative to the best compared isomer or geometry (same formula, charge and spin) in kcal per mole: 1.7
Total charge: -1



No. 4
DFT (ωB97M-V/def2-TZVPD) results for 2 unconnected molecules or ions with the total composition C20H19FO3.

Structure (XYZ):
```
43
Properties=species:S:1:pos:R:3:nbo_charge:R:1
C -3.361 0.346 3.172 -0.64
C -2.209 0.070 2.139 0.00
C -1.081 0.991 2.173 -0.21
C 0.042 0.769 1.269 -0.23
C -0.035 -0.363 0.373 -0.02
C 1.177 -0.652 -0.575 -0.47
C 1.605 -2.145 -0.357 -0.04
C 1.832 -2.759 0.841 -0.11
C 1.770 -2.267 2.317 0.18
C 2.690 -1.016 2.554 -0.64
F 0.466 -2.077 2.808 -0.35
C 2.278 -4.238 0.609 0.79
O 2.857 -4.986 1.317 -0.50
O 1.810 -4.468 -0.689 -0.53
C 1.875 -3.259 -1.419 0.78
O 2.080 -3.207 -2.580 -0.49
C -1.171 -1.284 0.299 -0.21
C -2.280 -1.053 1.201 -0.21
H -2.936 0.728 4.138 0.22
H -3.960 -0.583 3.345 0.22
H -4.020 1.139 2.733 0.22
H -1.028 1.865 2.863 0.22
H 0.959 1.400 1.222 0.22
H 0.779 -0.586 -1.626 0.24
H 2.022 0.063 -0.415 0.24
H 2.214 -3.095 2.938 0.20
H 2.614 -0.234 1.766 0.21
H 3.760 -1.350 2.628 0.23
H 2.410 -0.603 3.559 0.24
H -1.118 -2.113 -0.446 0.22
H -3.149 -1.747 1.199 0.22
C -0.706 3.735 -2.066 -0.20
C -0.692 2.346 -2.089 -0.24
C -0.723 1.670 -3.303 -0.15
C -0.771 2.384 -4.494 -0.23
C -0.793 3.773 -4.470 -0.21
C -0.759 4.449 -3.257 -0.22
H -0.675 4.261 -1.119 0.21
H -0.658 1.789 -1.159 0.22
H -0.709 0.586 -3.321 0.20
H -0.792 1.858 -5.441 0.21
H -0.837 4.330 -5.399 0.21
H -0.774 5.532 -3.238 0.21
```

M in g mol⁻¹: 326.37
HOMO energy in eV: -8.917
SMILES: Cc1ccc(CC2=C([C@@H](C)F)C(=O)OC2=O)cc1.c1ccccc1
Energy relative to the best compared isomer or geometry (same formula, charge and spin) in kcal per mole: 18.2



No. 5
DFT (ωB97M-V/def2-TZVPD) results for a molecular structure, C49H49Cl2N7O8PTi.

Structure (XYZ):
```
117
Properties=species:S:1:pos:R:3:lowdin_charge:R:1
Ti -0.315 -0.033 0.176 1.15
O 2.570 0.575 -2.609 0.05
C 2.028 -0.353 -2.029 -0.57
O 1.101 -0.235 -1.149 -0.19
C 2.480 -1.776 -2.345 -0.11
C 3.653 -1.885 -3.095 -0.02
C 4.191 -3.119 -3.406 -0.08
C 3.559 -4.276 -2.965 -0.08
C 2.391 -4.179 -2.232 -0.10
C 1.826 -2.939 -1.921 -0.28
P 0.269 -2.877 -0.936 1.17
C 0.803 -3.913 0.486 -0.34
C 0.147 -5.058 0.921 -0.08
C 0.533 -5.693 2.096 -0.10
C 1.577 -5.189 2.853 -0.11
C 2.235 -4.040 2.429 -0.09
C 1.848 -3.406 1.261 -0.09
C -0.878 -3.945 -1.882 -0.34
C -0.668 -4.342 -3.202 -0.09
C -1.675 -4.973 -3.923 -0.09
C -2.910 -5.213 -3.341 -0.10
C -3.141 -4.802 -2.034 -0.08
C -2.143 -4.159 -1.320 -0.10
H 4.128 -0.968 -3.415 0.11
H 5.106 -3.184 -3.982 0.10
H 3.979 -5.250 -3.188 0.10
H 1.900 -5.080 -1.883 0.11
H -0.671 -5.472 0.346 0.09
H 0.005 -6.582 2.421 0.10
H 1.870 -5.677 3.774 0.10
H 3.044 -3.628 3.019 0.10
H 2.346 -2.491 0.959 0.11
H 0.288 -4.161 -3.676 0.09
H -1.489 -5.275 -4.947 0.10
H -3.694 -5.701 -3.907 0.10
H -4.108 -4.959 -1.573 0.10
H -2.359 -3.796 -0.322 0.10
C 3.528 2.034 2.776 -0.07
N 3.079 2.520 1.483 -0.14
C 3.583 1.744 0.363 -0.05
C 1.860 3.141 1.341 -0.35
N 1.166 2.897 0.275 0.17
C 0.240 3.785 -0.268 -0.24
C 0.303 5.174 -0.099 -0.05
C -0.576 6.037 -0.734 -0.11
C -1.549 5.523 -1.579 -0.11
C -1.583 4.157 -1.808 -0.04
C -0.678 3.282 -1.210 -0.22
N -0.690 1.923 -1.621 0.14
C -0.421 1.729 -2.877 -0.38
N -0.897 0.625 -3.545 -0.14
C -0.071 -0.120 -4.467 -0.06
C -2.271 0.195 -3.452 -0.06
N 0.369 2.547 -3.651 -0.14
C 0.020 2.856 -5.017 -0.06
C 1.462 3.322 -3.104 -0.05
N 1.529 3.964 2.403 -0.15
C 0.163 4.278 2.759 -0.05
C 2.518 4.778 3.072 -0.07
H 3.597 0.943 2.749 0.08
H 2.822 2.307 3.555 0.08
H 4.514 2.435 3.030 0.09
H 3.348 2.231 -0.578 0.07
H 4.666 1.649 0.471 0.09
H 3.129 0.750 0.346 0.08
H 1.082 5.580 0.535 0.11
H -0.495 7.105 -0.569 0.09
H -2.261 6.176 -2.068 0.09
H -2.310 3.736 -2.494 0.11
H 0.945 0.267 -4.454 0.09
H -0.461 -0.072 -5.493 0.09
H -0.047 -1.174 -4.169 0.09
H -2.788 0.798 -2.711 0.09
H -2.343 -0.854 -3.158 0.08
H -2.757 0.316 -4.431 0.09
H -0.865 2.301 -5.318 0.08
H 0.839 2.607 -5.701 0.09
H -0.193 3.927 -5.117 0.09
H 1.794 2.871 -2.174 0.06
H 1.181 4.368 -2.941 0.09
H 2.295 3.280 -3.812 0.09
H -0.524 3.667 2.190 0.08
H -0.072 5.329 2.562 0.09
H 0.012 4.076 3.824 0.09
H 3.508 4.585 2.668 0.08
H 2.530 4.585 4.150 0.09
H 2.285 5.841 2.926 0.09
Cl -6.422 -3.018 2.861 0.61
C -4.799 -2.532 2.410 -0.68
C -3.756 -2.788 3.293 -0.15
C -2.471 -2.407 2.925 -0.56
Cl -1.158 -2.771 4.006 0.73
C -2.187 -1.776 1.712 -0.36
O -0.954 -1.475 1.382 -0.22
C -3.282 -1.524 0.828 -0.16
C -3.040 -0.925 -0.420 -0.18
O -1.870 -0.506 -0.808 -0.25
C -4.587 -1.920 1.200 -0.08
H -3.931 -3.273 4.241 0.09
H -3.864 -0.812 -1.125 0.12
H -5.414 -1.735 0.527 0.11
O 1.074 -0.067 1.491 -0.22
C 0.852 0.047 2.776 -0.19
C -0.262 0.714 3.331 -0.15
C -0.349 0.888 4.725 0.04
C -1.429 1.534 5.280 -0.17
C -2.480 2.029 4.512 -0.01
C -2.411 1.865 3.139 0.00
C -1.327 1.237 2.536 -0.31
O -1.298 1.154 1.205 -0.15
N -1.469 1.713 6.736 -0.36
O -0.545 1.278 7.398 0.05
O -2.438 2.274 7.217 0.05
H 1.564 -0.421 3.452 0.12
H 0.435 0.509 5.366 0.12
H -3.317 2.516 4.988 0.11
H -3.203 2.225 2.494 0.13
```

M in g mol⁻¹: 1013.72
HOMO energy (alpha / beta) in eV: -3.126 / -5.153
Energy relative to the best compared isomer or geometry (same formula, charge and spin) in kcal per mole: 0.5
2S+1: 3
Total charge: -1
<S²>: 2.06



No. 6
DFT (ωB97M-V/def2-TZVPD) results for a single C3H8N2S molecule.

Structure (XYZ):
```
14
Properties=species:S:1:pos:R:3:nbo_charge:R:1
H 2.624 -0.994 -1.181 0.33
N 1.934 -0.178 -1.183 -0.73
C 1.135 -0.055 -0.168 0.45
N 1.024 -1.062 0.756 -0.85
C 0.149 1.126 -0.153 -0.48
C -1.330 0.669 0.257 -0.56
S -1.919 -0.702 -0.691 -0.02
H 0.087 -1.368 0.977 0.40
H 1.757 -1.789 0.534 0.39
H 0.619 1.943 0.401 0.24
H 0.280 1.513 -1.194 0.25
H -2.116 1.495 0.216 0.23
H -1.231 0.365 1.299 0.21
H -3.013 -0.964 0.130 0.13
```

M in g mol⁻¹: 104.18
HOMO energy in eV: -8.932
SMILES: [H]/N=C(\N)CCS
Energy relative to the best compared isomer or geometry (same formula, charge and spin) in kcal per mole: 30.5